No. 1
Formula: C4H10S2
Source: OMol25
Level of theory: the ωB97M-V functional and the def2-TZVPD basis

Geometry as XYZ:
```
16
Properties=species:S:1:pos:R:3:forces:R:3
C 1.51185 2.23744 1.64040 -1.003 0.648 1.785
C 1.69497 1.30579 0.43010 -0.686 0.502 0.262
S 0.66849 -0.19573 0.42217 0.074 -0.610 0.667
S -0.70951 0.29115 -0.99830 -1.483 0.385 -0.610
C -1.40810 -1.34886 -1.65388 3.880 0.956 0.210
C -1.84752 -2.24995 -0.55183 -2.067 -0.899 1.230
H 1.76081 3.34871 1.47565 -0.661 -1.720 -0.157
H 0.46141 2.08292 2.07099 1.097 0.770 -1.005
H 2.08574 1.98740 2.57179 0.096 -0.252 -1.148
H 1.56553 1.82829 -0.51486 -0.068 -0.018 -0.025
H 2.63138 0.83080 0.41701 1.647 -0.072 -0.019
H -0.45126 -1.67104 -2.18306 -1.631 -0.365 0.359
H -2.08280 -0.95300 -2.35932 -1.123 0.109 -0.753
H -2.52475 -3.15381 -0.87212 1.099 1.872 0.335
H -0.93409 -2.72475 -0.16770 -0.441 0.268 0.475
H -2.42216 -1.61537 0.27296 1.269 -1.573 -1.606
```
Positions in Å, forces in eV/Å.

- energy (eV) = -25979.5917
- SMILES = CCSSCC
- LUMO (eV) = 0.793

=====

No. 2
Formula: C3H3NO2S2
Source: OMol25
Level of theory: the ωB97M-V functional and the def2-TZVPD basis

Geometry as XYZ:
```
11
Properties=species:S:1:pos:R:3:forces:R:3
C -0.62038 1.05161 0.01286 0.090 -0.332 -0.058
C 1.32300 -0.07298 -0.00027 0.476 0.006 -0.012
C -0.89722 -0.26246 0.01289 -0.614 -0.135 0.042
H -2.31226 1.85337 -0.01339 0.531 0.254 0.028
H 1.27737 2.03406 0.00666 -0.252 -0.512 -0.016
H -2.56600 -1.40851 1.20985 0.024 0.030 0.026
N 0.74366 1.16666 -0.00025 0.576 0.595 0.035
O -1.37667 2.14638 0.00815 -0.688 -0.205 0.000
O 0.31270 -0.95956 0.00024 0.082 0.020 -0.008
S 2.92718 -0.44488 -0.00197 -0.446 0.124 0.008
S -2.42252 -1.08244 -0.08686 0.222 0.155 -0.046
```
Positions in Å, forces in eV/Å.

- energy (eV) = -30414.6297
- SMILES = Oc1[nH]c(=S)oc1S
- LUMO (eV) = 0.174

=====

No. 3
Formula: C2H3N3OS
Source: OMol25
Level of theory: the ωB97M-V functional and the def2-TZVPD basis

Geometry as XYZ:
```
10
Properties=species:S:1:pos:R:3:forces:R:3
C -0.44873 -0.01512 -0.29425 0.850 -1.927 2.088
C 1.89396 0.68432 0.46370 0.052 0.026 3.081
N -0.70289 -0.97106 0.35579 -0.057 -1.254 -0.040
N -1.04352 -1.67679 1.32292 -0.545 -0.793 1.462
N -0.77228 0.71345 -1.33120 -0.769 -1.069 -1.555
O 1.67301 0.55358 1.60757 0.176 -0.001 -1.852
S 2.44022 0.99623 -0.95075 0.318 0.120 -1.023
H -0.80304 -2.71332 1.42455 0.278 1.949 -1.458
H -0.49947 1.60436 -1.16645 1.935 3.480 -0.017
H -1.73726 0.82434 -1.43188 -2.238 -0.533 -0.688
```
Positions in Å, forces in eV/Å.

- energy (eV) = -19472.1994
- LUMO (eV) = 0.378

=====

No. 4
Formula: C39H34BN10O10P2SSc
Source: OMol25
Level of theory: the ωB97M-V functional and the def2-TZVPD basis

Geometry as XYZ:
```
98
Properties=species:S:1:pos:R:3:forces:R:3
Sc 0.68974 0.55850 0.12815 -0.545 0.548 -0.225
C -5.93251 1.82773 -0.03746 0.115 -0.081 -0.037
C -5.08933 0.58872 -0.05349 0.143 -0.046 -0.092
C -5.49783 -0.72505 -0.10684 -0.061 -0.106 0.134
C -4.29779 -1.47477 -0.09394 -0.176 -0.235 -0.124
N -3.24809 -0.67494 -0.06275 -0.067 0.287 0.105
N -3.72958 0.58339 -0.03295 0.022 0.252 -0.002
B -2.78106 1.81704 -0.01183 -0.072 -0.234 0.014
N -1.98956 1.87055 1.32294 0.075 -0.051 -0.113
N -1.03386 0.96019 1.65158 0.040 0.254 0.206
C -0.72916 1.17880 2.93728 -0.090 -0.167 -0.035
C -1.48228 2.24042 3.43533 0.009 0.079 0.255
C -2.25636 2.66430 2.37701 -0.068 -0.008 -0.119
C -3.16666 3.84901 2.32487 0.093 -0.042 -0.023
C 0.26651 0.36244 3.65504 0.009 -0.015 -0.089
C 0.27719 -1.02069 3.50596 -0.002 -0.057 0.050
C 1.24862 -1.78655 4.13574 0.024 0.006 0.001
C 2.20360 -1.17587 4.93580 0.003 0.018 -0.015
C 2.17795 0.20273 5.11346 0.042 -0.044 -0.001
C 1.21440 0.96751 4.47747 0.069 0.051 -0.024
N -1.87429 1.80086 -1.26711 0.010 0.091 0.107
N -0.95994 0.83235 -1.51634 0.101 -0.203 -0.068
C -0.42691 1.10680 -2.71177 -0.081 -0.016 -0.104
C -0.97057 2.28716 -3.21731 0.007 0.072 -0.169
C -1.88043 2.70164 -2.26306 -0.014 0.016 0.018
C -2.69477 3.95443 -2.25910 0.035 -0.023 0.057
C 0.51196 0.18691 -3.37788 -0.066 0.028 0.050
C 0.42629 -1.18373 -3.15494 -0.021 -0.062 0.036
C 1.29390 -2.05813 -3.79149 0.015 -0.028 0.010
C 2.24695 -1.57225 -4.67624 -0.017 0.067 0.005
C 2.32971 -0.20343 -4.91517 -0.040 -0.013 0.042
C 1.46828 0.67052 -4.26622 0.132 0.024 -0.039
C -4.11555 -2.93970 -0.13059 -0.007 0.023 0.000
C -2.85471 -3.48121 -0.38886 -0.007 0.047 0.012
C -2.66310 -4.85486 -0.41281 -0.014 -0.039 -0.014
C -3.73405 -5.71430 -0.19113 -0.066 0.083 0.006
C -4.99338 -5.18606 0.06841 0.053 0.065 0.010
C -5.18028 -3.80881 0.10567 -0.009 -0.050 -0.035
H -6.98417 1.54315 -0.08039 0.007 -0.001 -0.003
H -5.77574 2.41425 0.86941 0.001 -0.009 -0.008
H -5.71642 2.47772 -0.88844 -0.006 -0.024 0.031
H -6.51733 -1.08192 -0.15319 0.104 0.030 0.020
H -3.46890 2.79649 -0.06265 0.093 -0.027 0.011
H -1.44491 2.66224 4.42891 -0.003 -0.040 -0.103
H -3.23438 4.28658 3.32032 0.001 0.003 -0.001
H -2.75493 4.60134 1.64666 -0.037 -0.039 0.023
H -4.16846 3.59573 1.98455 -0.038 -0.021 -0.006
H -0.47369 -1.48479 2.88183 0.022 0.003 0.013
H 1.27501 -2.85827 3.97187 -0.007 0.067 0.012
H 2.98921 -1.76652 5.39289 -0.041 0.029 -0.029
H 2.93962 0.68619 5.71431 -0.029 -0.023 -0.027
H 1.22147 2.04788 4.58146 -0.018 -0.024 0.008
H -0.74977 2.77033 -4.15730 -0.032 -0.050 0.077
H -2.63292 4.42334 -3.24112 0.013 0.008 0.016
H -3.74295 3.76783 -2.02400 0.038 -0.002 -0.025
H -2.29186 4.65065 -1.51679 -0.028 -0.050 -0.047
H -0.31665 -1.55288 -2.45798 0.003 -0.011 -0.010
H 1.23329 -3.12047 -3.58315 -0.006 0.046 -0.004
H 2.92940 -2.25419 -5.17045 -0.015 0.016 0.015
H 3.07782 0.18484 -5.59753 -0.013 -0.004 0.008
H 1.55297 1.74074 -4.42349 -0.007 -0.047 0.006
H -2.02844 -2.79448 -0.54357 -0.148 -0.100 -0.036
H -1.67264 -5.26002 -0.59101 -0.181 0.020 -0.042
H -3.58285 -6.78816 -0.20772 -0.003 0.048 -0.004
H -5.83068 -5.84862 0.25852 -0.002 0.017 -0.006
H -6.16063 -3.40268 0.33258 0.034 -0.023 -0.018
O 0.81575 3.87776 2.07955 0.072 -0.272 0.080
P 0.90695 3.96081 0.47535 -0.264 0.084 -0.087
O 0.38610 5.25833 0.01963 0.047 -0.050 -0.023
O 0.34928 2.67990 -0.13371 0.032 0.336 0.195
O 2.53698 3.85722 0.27969 -0.172 -0.225 0.115
P 3.11080 2.35316 0.16829 0.268 0.484 -0.117
O 2.62123 1.97508 -1.33591 0.250 0.141 -0.021
O 4.57669 2.31717 0.23647 0.025 -0.013 0.143
O 2.25039 1.49840 1.11815 0.483 -0.080 -0.287
H 1.23875 3.04471 2.36219 -0.175 0.205 -0.062
H 3.41085 1.92139 -1.89085 -0.140 -0.214 0.056
N 0.04678 -1.46266 0.43957 -0.110 -0.421 0.119
C 0.16769 -2.62162 0.51014 0.247 -0.331 -0.442
N 0.20644 -3.88248 0.67378 -0.048 -0.343 0.442
C 0.62601 -4.86021 -0.09171 0.243 0.482 -0.182
N 0.95146 -5.78663 -0.71758 -0.164 0.208 0.197
O 4.80274 -2.98318 1.99673 0.027 0.089 0.053
S 4.60819 -1.57796 1.73389 -0.155 -0.074 -0.100
O 4.89416 -0.66100 2.80140 0.045 -0.014 0.029
N 3.13574 -1.31150 1.09455 -0.091 0.169 -0.350
C 3.20350 -0.91808 -0.16461 -0.265 -0.578 0.401
O 2.20065 -0.59042 -0.88017 0.649 0.023 0.496
C 4.59858 -0.87984 -0.71208 -0.237 0.051 -0.254
C 4.98959 -0.59644 -2.00474 0.069 0.112 -0.117
C 6.35310 -0.55871 -2.27629 0.017 -0.031 0.063
C 7.28607 -0.79894 -1.26834 -0.019 0.016 -0.039
C 6.87797 -1.10658 0.02598 0.067 -0.020 0.015
C 5.52308 -1.15210 0.26948 0.054 -0.012 0.018
H 4.24260 -0.40910 -2.77017 0.042 -0.002 0.057
H 6.69648 -0.33312 -3.27869 0.008 0.001 0.004
H 8.34493 -0.74560 -1.49509 -0.032 -0.001 -0.008
H 7.59690 -1.29571 0.81512 -0.049 -0.005 -0.059
```
Positions in Å, forces in eV/Å.

- energy (eV) = -127179.7215
- net charge = -2
- LUMO (eV) = 4.042

=====

No. 5
Formula: C5H8O
Source: OMol25
Level of theory: the ωB97M-V functional and the def2-TZVPD basis

Geometry as XYZ:
```
14
Properties=species:S:1:pos:R:3:forces:R:3
C 0.51131 -0.02228 1.68262 0.143 0.057 0.147
C -0.37040 -1.05304 1.03793 -0.081 -0.167 -0.024
C -0.36409 0.36303 0.52779 -0.093 0.064 -0.079
C 0.24870 0.69417 -0.80262 0.141 -0.143 0.173
C -0.42399 0.38077 -2.06584 -0.039 -0.259 -0.157
O -0.40956 1.70440 -1.55161 -0.023 0.246 -0.058
H 1.58089 -0.08902 1.49677 -0.174 0.015 0.005
H 0.25220 0.34516 2.67065 0.023 -0.085 -0.147
H -1.24875 -1.39361 1.58085 0.180 0.071 -0.112
H 0.09843 -1.81486 0.41826 -0.050 0.167 0.120
H -1.23938 0.96736 0.75144 0.106 -0.088 -0.048
H 1.33851 0.77475 -0.81708 -0.157 -0.025 -0.005
H 0.16170 0.22705 -2.97353 -0.107 0.034 0.173
H -1.38954 -0.12489 -2.03536 0.132 0.112 0.012
```
Positions in Å, forces in eV/Å.

- energy (eV) = -7359.9961
- SMILES = C1CC1[C@H]1CO1
- LUMO (eV) = 1.201

=====

What is the LUMO in the second record?
0.174 eV

=====

Which value of LUMO does entry 5 give?
1.201 eV

=====

Which value of LUMO does entry 5 give?
1.201 eV